Below is a molecular structure, C14H40F2K2NO24P4S3 in a non-equilibrium geometry, with properties calculated with ωB97M-V with the def2-TZVPD basis set.

XYZ file:
```
90
Properties=species:S:1:pos:R:3:forces:R:3
K -0.0165 3.3564 2.4834 -0.9 0.1 -0.2
K 3.0665 3.1754 0.9897 1.1 0.1 -0.8
N 1.1698 1.3041 1.0687 1.5 -2.2 3.4
S 1.7231 -0.0461 1.8521 3.3 -2.8 6.3
O 3.1211 -0.4975 1.8314 -2.5 1.6 -1.5
O 0.7566 -1.1065 2.0840 0.7 1.8 -0.9
F 1.7977 0.6982 3.3041 -0.7 0.6 -0.3
S 0.8691 0.5110 -0.2088 -4.7 -0.5 -9.2
O -0.3974 -0.2798 -0.2927 3.8 1.6 0.8
O 2.0602 0.1228 -0.9715 -2.2 0.2 1.9
F 0.3449 1.8722 -0.9234 0.5 -0.3 -0.3
C -4.7663 5.5159 -0.2430 -0.1 1.3 -0.3
O -4.1759 4.3668 -0.8587 0.8 0.9 1.6
P -2.5790 4.1696 -0.8027 -1.5 -2.8 -1.8
O -1.8074 4.5260 0.4517 -1.0 -0.6 -2.1
O -2.7352 2.5953 -1.3046 2.6 2.4 1.2
C -3.4941 1.5626 -0.6821 -0.8 0.3 -0.7
O -2.1267 4.8379 -2.1992 1.2 -0.2 2.3
C -2.6508 4.4370 -3.4502 -1.8 0.4 -1.0
H -4.1028 6.3767 -0.1599 0.6 -0.1 -0.2
H -5.0975 5.3707 0.7852 -0.4 -0.6 -0.3
H -5.5311 5.8704 -0.9341 -0.4 -0.3 0.4
H -3.8227 1.7729 0.3357 0.3 0.1 0.1
H -2.9432 0.6259 -0.7662 -0.1 0.2 0.1
H -4.3736 1.5739 -1.3260 -0.3 -0.8 0.4
H -3.4053 3.6544 -3.3710 0.7 -0.6 0.1
H -1.8815 4.2684 -4.2037 0.2 -0.4 0.5
H -3.2807 5.2315 -3.8505 0.3 0.6 0.1
C -2.7308 -3.1481 0.1149 -0.1 1.0 1.1
O -3.5119 -3.9722 -0.6925 -1.0 -0.2 -1.9
P -4.5581 -3.2260 -1.6914 0.1 -0.4 -0.7
O -4.4262 -1.7434 -1.8130 0.0 -1.8 0.6
O -4.3185 -4.0223 -3.0621 -0.2 0.0 0.8
C -3.2076 -3.6291 -3.8593 0.8 0.8 -0.3
O -5.9929 -3.8261 -1.2427 2.9 0.5 0.4
C -7.0102 -3.2016 -1.9462 -2.8 0.8 -1.0
H -2.5665 -2.1709 -0.3392 -0.2 0.1 0.2
H -1.7373 -3.5408 0.3312 -0.2 -0.6 -0.1
H -3.3566 -3.0832 1.0050 0.7 0.6 0.7
H -2.5450 -4.4316 -4.1832 -0.8 -0.6 0.0
H -2.5107 -2.9928 -3.3139 -0.2 0.4 0.2
H -3.5825 -3.0701 -4.7167 0.1 -0.1 0.0
H -7.2299 -3.7158 -2.8819 0.1 -0.1 0.0
H -6.8744 -2.1452 -2.1777 0.6 0.0 0.1
H -7.9217 -3.1986 -1.3486 0.1 -0.4 0.1
C 3.7297 1.0487 -3.8183 0.2 0.2 -0.1
O 4.5675 2.2664 -3.7693 -1.0 0.1 0.7
P 3.9503 3.5082 -2.9967 -0.3 1.4 1.7
O 3.6964 3.2991 -1.5130 -0.3 0.0 -1.6
O 5.0924 4.6055 -3.2170 -1.3 -0.9 -0.9
C 4.8661 6.0057 -3.0205 0.4 0.8 0.9
O 2.6358 4.1007 -3.7580 0.6 -0.3 0.4
C 1.2587 4.2847 -3.2828 0.6 -1.0 0.4
H 3.7595 0.3744 -2.9623 0.5 0.7 0.6
H 4.1329 0.4317 -4.6213 -0.4 0.5 -0.4
H 2.7012 1.3967 -3.9145 0.0 -0.5 -0.6
H 3.8573 6.3762 -2.8387 -0.4 -0.9 -0.1
H 5.2145 6.6282 -3.8446 0.4 -0.6 -0.2
H 5.4292 6.2309 -2.1148 0.1 0.3 -0.2
H 0.8430 5.2716 -3.4859 0.6 0.1 -0.3
H 1.1909 4.1126 -2.2086 0.2 0.0 0.0
H 0.6536 3.5227 -3.7740 0.0 0.1 0.0
C -0.9586 -2.8255 3.6143 -0.8 1.2 -0.7
O -1.4450 -3.8557 4.4908 1.7 -4.4 -1.0
P -1.0093 -5.4535 4.1369 -0.3 1.0 2.9
O -1.3565 -6.5184 5.1200 0.8 2.2 -1.6
O 0.5683 -5.4201 3.6124 -1.5 0.0 -0.5
C 1.3627 -6.6249 3.6018 -0.2 -0.5 1.1
O -1.6243 -5.7339 2.6921 0.5 1.8 0.3
C -2.5108 -6.7872 2.4678 -0.7 -0.1 -1.4
H -0.5990 -1.9900 4.2150 0.4 -0.4 0.1
H -1.8429 -2.4292 3.1153 -0.1 0.0 -0.1
H -0.2811 -3.1354 2.8187 0.2 -0.2 0.5
H 1.9185 -6.5067 4.5320 0.5 -0.2 0.1
H 2.0439 -6.7679 2.7630 -0.3 0.9 -0.2
H 0.7586 -7.5226 3.7332 -0.3 0.1 0.0
H -1.8368 -7.5626 2.1039 -0.3 -1.0 0.3
H -3.0413 -6.4777 1.5673 -0.2 0.0 -0.1
H -3.2190 -6.9788 3.2740 0.6 -0.4 0.2
C 7.2212 0.4040 4.6860 -0.3 -1.3 2.2
C 5.8135 0.4836 4.1517 -2.2 -2.7 3.5
O 5.7569 1.4070 3.2274 1.2 5.3 -5.0
S 7.1136 1.3525 2.3236 2.1 1.7 -0.6
O 7.5660 2.6496 1.7198 -1.8 -3.7 2.8
O 6.9540 0.2455 1.4343 0.3 0.3 0.6
O 8.0348 0.9048 3.7279 0.7 1.9 -4.4
H 7.5649 -0.5862 4.9850 -0.4 -0.4 -0.4
H 7.3335 0.9679 5.6120 -0.1 0.5 -0.1
H 5.1570 0.9349 4.8956 -0.1 -0.9 0.7
H 5.3373 -0.3855 3.6977 0.4 -0.8 0.7
```
Positions in Å, forces in eV/Å.

Frontier orbital gap (spin up / spin down) (eV): 8.7444 / 3.0602
HOMO (spin up / spin down) (eV): -14.3 / -14.3
Net charge: +2
Spin multiplicity: 2
LUMO (spin up / spin down) (hartree): -0.203 / -0.412

Below is a molecular structure, C25H23F4Sn in a non-equilibrium geometry, with properties calculated with ωB97M-V with the def2-TZVPD basis set.

XYZ file:
```
53
Properties=species:S:1:pos:R:3:forces:R:3
F -0.7777 -5.7469 -0.8489 0.2 0.7 -0.4
C -0.5168 -4.5250 -1.4306 -0.4 0.4 0.0
C 0.4800 -4.4619 -2.3988 0.2 -0.3 0.0
C 0.7176 -3.2081 -2.9575 -0.4 0.7 0.1
F 1.6948 -3.0939 -3.9205 -0.5 -0.2 0.4
C 0.0147 -2.0710 -2.5947 0.5 -0.5 0.2
C -0.9536 -2.1376 -1.5442 0.0 0.7 0.5
C -1.4509 -0.9041 -1.0091 -1.4 -0.3 -2.0
C -2.7556 -0.6617 -0.4627 0.7 0.0 -0.1
C -3.3207 0.6401 -0.6376 -0.4 0.2 0.6
C -4.4458 1.0060 0.0817 0.6 -0.1 -0.5
F -4.9102 2.2958 -0.0359 0.1 -0.7 0.0
C -5.1255 0.1346 0.9311 -0.2 0.0 0.3
C -4.5995 -1.1479 1.0419 0.2 -0.1 -0.3
F -5.2199 -2.0286 1.9013 0.3 0.5 -0.5
C -3.4729 -1.5810 0.3505 -0.5 0.1 0.5
C -1.2607 -3.4239 -1.0207 0.4 -0.7 -0.1
H 1.0500 -5.3375 -2.6936 -0.1 0.2 0.1
H 0.2168 -1.1101 -3.0678 0.0 -0.3 0.1
H -0.9306 -0.0082 -1.3562 -0.3 -0.2 -0.2
H -2.8143 1.3498 -1.2916 -0.2 -0.1 0.2
H -5.9994 0.4493 1.4929 0.2 -0.1 -0.1
H -3.1255 -2.5951 0.5141 -0.2 0.4 0.2
H -2.0158 -3.5665 -0.2562 0.4 -0.1 -0.3
C 4.0208 3.3378 0.4397 0.2 0.0 -0.2
Sn 3.1691 1.5717 -0.4270 -1.6 -0.9 1.2
C 1.4614 1.9397 -1.6617 0.3 0.2 -0.3
C 4.6038 0.2006 -1.2183 0.1 0.2 -0.1
C 2.1610 0.3561 1.3275 1.0 1.8 -1.3
C 1.1206 1.2261 1.9283 0.2 0.1 0.0
C -0.1449 0.6317 1.6933 0.4 0.3 0.3
C -1.3056 1.2214 2.2114 0.2 0.0 -0.2
C -1.2112 2.4505 2.8595 0.2 -0.3 0.0
C 0.0411 3.0637 3.0437 0.1 -0.1 0.0
C 1.2175 2.4428 2.6079 -0.4 0.0 0.1
C 0.0643 -0.5967 0.9549 1.6 -1.3 1.4
C 1.4311 -0.7701 0.7507 -1.4 -0.1 0.3
H 4.8101 3.0528 1.1459 -0.2 0.2 -0.2
H 4.4515 3.9285 -0.3790 0.0 0.0 0.3
H 3.2452 3.9161 0.9543 0.2 -0.1 -0.2
H 1.0248 0.9806 -1.9677 0.1 0.3 0.1
H 0.7255 2.5252 -1.0946 0.2 -0.2 -0.2
H 1.8047 2.5012 -2.5415 -0.4 -0.1 0.1
H 4.0945 -0.7065 -1.5604 0.1 0.2 0.1
H 5.1096 0.6893 -2.0593 0.0 -0.3 0.1
H 5.3332 -0.0474 -0.4390 -0.1 0.0 -0.2
H 3.1562 0.2771 1.7828 -0.6 -0.5 0.5
H -2.2513 0.6999 2.0913 0.0 0.2 0.0
H -2.1163 2.9191 3.2448 0.2 0.0 -0.1
H 0.0873 4.0317 3.5463 0.0 -0.3 -0.1
H 2.1991 2.8806 2.8002 -0.3 0.0 0.0
H -0.6877 -1.3816 0.9349 0.5 0.3 -0.2
H 1.9064 -1.6088 0.2442 -0.2 0.1 0.2
```
Positions in Å, forces in eV/Å.

Frontier orbital gap (eV): 4.8089
HOMO (eV): -2.6
Energy above the lowest of the compared OMol25 structures with the same formula, charge and spin (kJ/mol): 83.5
Net charge: -1
LUMO (hartree): 0.080

Below is a single C13H9NO molecule in a non-equilibrium geometry, with properties calculated with ωB97M-V with the def2-TZVPD basis set.

XYZ file:
```
24
Properties=species:S:1:pos:R:3:forces:R:3
C 1.6656 2.0622 -1.3685 1.7 0.3 0.8
C 1.9965 -2.1830 2.1927 -0.7 1.4 -1.5
C 1.0086 -2.0004 3.1615 -2.1 0.9 -2.6
C 1.8828 -1.7898 0.8503 -2.1 0.1 2.0
C -0.2309 -1.3969 2.8230 2.1 -1.1 0.2
C 0.6405 -1.1376 0.5725 1.0 -0.3 -2.3
C -0.3289 -0.9405 1.5314 -0.9 0.8 0.3
C -1.9910 0.8065 -0.8606 0.8 -1.1 -1.1
C 0.4615 1.9899 -1.7984 0.3 -0.2 1.1
C 0.0526 -0.7037 -0.6849 3.5 -1.0 -1.6
C -1.0776 -0.0468 -0.3272 -3.1 1.7 1.2
C -1.8172 1.2347 -2.3048 -1.3 -1.0 -0.1
C -0.7444 2.2733 -2.4712 0.2 1.4 -0.7
N 2.7669 2.1164 -0.8786 -0.9 -0.1 -0.5
O -1.3887 -0.2539 1.0102 0.0 -1.0 2.3
H 2.8929 -2.5637 2.5055 2.1 -1.3 0.7
H 1.1044 -2.5063 4.0628 0.3 -0.4 1.7
H 2.6321 -2.0488 0.1269 0.1 0.3 -0.3
H -1.0468 -1.4651 3.4792 -0.9 0.4 0.8
H -2.7789 1.0137 -0.1241 0.1 0.7 -0.9
H -1.4997 0.3953 -2.8991 0.5 -0.8 0.2
H -2.7492 1.4594 -2.8350 0.0 0.7 0.6
H -1.1486 3.2786 -2.3046 0.2 0.1 0.6
H -0.3027 2.4063 -3.4588 -0.8 -0.4 -1.0
```
Positions in Å, forces in eV/Å.

Frontier orbital gap (spin up / spin down) (eV): 6.4450 / 6.4507
HOMO (spin up / spin down) (eV): -7.9 / -8.2
Net charge: 0
LUMO (spin up / spin down) (hartree): -0.054 / -0.063

Below is a molecular structure, C3H8BBr2Na5O3 in a non-equilibrium geometry, with properties calculated with ωB97M-V with the def2-TZVPD basis set.

XYZ file:
```
22
Properties=species:S:1:pos:R:3:forces:R:3
Na -1.9640 -2.5567 0.6346 -0.2 0.6 0.4
Na 3.1717 -2.4055 -0.0693 0.5 0.7 -0.7
Na -1.0835 -0.9107 -1.9390 0.7 0.9 -0.2
Na 0.8956 -1.9796 2.6054 0.2 1.1 -0.3
Na 2.8130 1.0096 -1.6471 0.2 -0.2 -0.1
C 0.7215 -0.2937 -0.0222 1.4 0.8 0.2
O -0.2953 -0.9011 0.3442 -6.6 -4.0 0.7
O 0.7120 0.4661 -0.9855 -0.4 1.4 -2.7
O 1.7058 -0.5144 0.6859 4.5 -1.1 2.3
B 3.9224 -1.1708 -2.4353 0.1 -0.1 -0.1
H 3.6024 -0.9963 -3.4509 -1.3 0.3 -3.8
H 4.5795 -0.3571 -2.1699 2.5 3.1 1.5
H 3.0428 -1.2305 -1.8132 -4.1 0.3 2.7
H 4.3837 -2.1355 -2.2911 2.2 -3.7 0.3
Br -5.2873 2.9080 1.5629 0.9 -0.5 0.0
C -3.5499 2.1739 0.9839 0.2 -0.3 0.7
C -2.6729 1.3980 2.0560 -1.7 0.9 -1.0
Br -3.7186 -0.1587 2.7883 1.0 0.3 -0.7
H -2.9913 3.0236 0.5916 0.1 0.0 0.3
H -3.7811 1.5442 0.1247 0.0 -0.2 0.2
H -2.4278 2.0079 2.9255 -0.1 -0.1 -0.2
H -1.7787 1.0792 1.5205 -0.1 -0.4 0.3
```
Positions in Å, forces in eV/Å.

Frontier orbital gap (eV): 6.3530
HOMO (eV): -14.6
Energy above the lowest of the compared OMol25 structures with the same formula, charge and spin (kJ/mol): 238.0
Net charge: +2
LUMO (hartree): -0.304

Below is a molecular structure, C38H39CoN3O3PS3, with properties calculated with ωB97M-V with the def2-TZVPD basis set.

XYZ file:
```
88
Properties=species:S:1:pos:R:3:forces:R:3
Co -0.0814 -0.3762 -0.0553 -0.1 0.0 -0.1
C 4.3532 1.7218 1.9370 0.0 0.0 0.0
N 3.0731 2.3911 1.7763 0.0 0.0 0.0
C 2.8130 3.6993 2.1253 0.0 0.0 0.0
C 1.5363 3.9473 1.8108 0.0 0.0 0.0
N 0.9961 2.7791 1.2639 0.1 0.0 0.1
C 1.9763 1.8237 1.2264 0.0 0.0 0.0
S 2.0348 0.2364 0.6340 0.0 0.0 0.0
C -0.3646 2.7406 0.8229 -0.1 0.0 -0.1
C -1.2237 3.7296 1.2885 0.0 0.0 0.0
C -2.4801 3.8308 0.7245 0.0 0.0 0.0
C -2.8367 2.9563 -0.2854 0.0 0.0 0.0
C -1.9451 1.9593 -0.6267 0.0 0.0 0.0
N -0.7357 1.8227 -0.0600 0.0 0.0 0.1
H 4.9451 2.2878 2.6511 0.0 0.0 0.0
H 4.8776 1.6642 0.9841 0.0 0.0 0.0
H 4.1894 0.7136 2.3090 0.0 0.0 0.0
H 3.5647 4.3371 2.5532 0.0 0.0 0.0
H 0.9806 4.8596 1.8875 0.0 0.0 0.0
H -0.9374 4.3937 2.0875 0.0 0.0 0.0
H -3.1660 4.5921 1.0711 0.0 0.0 0.0
H -3.7895 3.0247 -0.7894 0.0 0.0 0.0
H -2.1764 1.2520 -1.4079 0.0 0.0 0.0
O -1.2568 -0.6897 -1.7510 0.0 -0.1 -0.1
C -1.7630 -1.0820 -0.6957 0.1 0.0 0.0
C -2.8586 -1.6339 -0.0595 -0.1 0.0 0.1
C -4.0317 -2.1345 -0.6953 0.0 0.0 0.0
C -4.9968 -2.7290 0.0804 0.0 0.0 0.0
C -4.8610 -2.8530 1.4727 0.0 0.0 0.0
C -3.7239 -2.3548 2.1048 0.0 0.0 0.0
C -2.7375 -1.7448 1.3578 0.0 0.0 0.0
P -1.1882 -0.9976 1.8704 0.2 0.1 -0.1
C -0.3448 -2.1095 3.0257 0.0 0.0 0.0
C 0.7845 -2.8087 2.6106 0.0 0.0 0.0
C 1.4123 -3.6862 3.4855 0.0 0.0 0.0
C 0.9160 -3.8681 4.7666 0.0 0.0 0.0
C -0.2099 -3.1685 5.1849 0.0 0.0 0.0
C -0.8369 -2.2881 4.3200 0.0 0.0 0.0
C -1.5940 0.4357 2.9146 0.0 0.0 0.0
C -2.8828 0.9488 3.0003 0.0 0.0 0.0
C -3.1438 2.0413 3.8194 0.0 0.0 0.0
C -2.1203 2.6294 4.5455 0.0 0.0 0.0
C -0.8257 2.1296 4.4507 0.0 0.0 0.0
C -0.5632 1.0372 3.6413 0.0 0.0 0.0
H -4.1507 -2.0465 -1.7668 0.0 0.0 0.0
H -5.8881 -3.1155 -0.3972 0.0 0.0 0.0
H -5.6383 -3.3321 2.0503 0.0 0.0 0.0
H -3.6167 -2.4465 3.1788 0.0 0.0 0.0
H 1.1664 -2.6676 1.6080 0.0 0.0 0.0
H 2.2924 -4.2272 3.1631 0.0 0.0 0.0
H 1.4076 -4.5528 5.4450 0.0 0.0 0.0
H -0.5949 -3.3064 6.1865 0.0 0.0 0.0
H -1.7006 -1.7275 4.6579 0.0 0.0 0.0
H -3.6881 0.4806 2.4472 0.0 0.0 0.0
H -4.1537 2.4227 3.8974 0.0 0.0 0.0
H -2.3299 3.4689 5.1957 0.0 0.0 0.0
H -0.0262 2.5796 5.0257 0.0 0.0 0.0
H 0.4405 0.6281 3.5891 0.0 0.0 0.0
C 3.9232 -1.5973 -6.4458 0.0 0.0 0.0
C 3.0926 -0.6909 -5.5803 0.0 0.0 0.0
C 1.8119 -0.3036 -5.9654 0.0 0.0 0.0
C 1.0517 0.5507 -5.1774 0.0 0.0 0.0
C 1.5829 1.0205 -3.9910 0.0 0.0 0.1
C 2.8461 0.6297 -3.5685 0.0 0.0 0.0
C 3.5977 -0.2143 -4.3696 0.0 0.0 0.0
S 0.6150 2.1054 -2.9472 0.3 0.1 0.0
C 1.3559 3.6485 -3.5234 0.0 0.0 0.0
O -0.7801 2.1104 -3.4542 -0.1 0.0 0.0
H 3.3245 -2.0510 -7.2339 0.0 0.0 0.0
H 4.3800 -2.3950 -5.8594 0.0 0.0 0.0
H 4.7316 -1.0387 -6.9207 0.0 0.0 0.0
H 1.4032 -0.6751 -6.8974 0.0 0.0 0.0
H 0.0507 0.8511 -5.4624 0.0 0.0 0.0
H 3.2320 0.9688 -2.6130 0.0 0.0 0.0
H 4.5866 -0.5187 -4.0477 0.0 0.0 0.0
H 1.1722 3.7476 -4.5919 0.0 0.0 0.0
H 2.4247 3.6373 -3.3133 0.0 0.0 0.0
H 0.8707 4.4571 -2.9788 0.0 0.0 0.0
C 0.9286 -2.4866 -3.2291 0.0 0.0 0.0
S 1.0297 -3.3176 -1.6459 -0.1 -0.1 -0.1
C -0.5957 -4.0800 -1.6688 0.1 0.0 0.0
O 0.9950 -2.2578 -0.5697 0.0 0.1 -0.1
H 0.0485 -1.8479 -3.2614 0.0 0.0 0.0
H 0.8920 -3.2525 -4.0037 0.0 0.0 0.0
H 1.8371 -1.8975 -3.3438 0.0 0.0 0.0
H -0.5836 -4.8809 -2.4075 0.0 0.0 0.0
H -1.3562 -3.3413 -1.9092 0.0 0.0 0.0
H -0.7660 -4.4983 -0.6784 0.0 0.0 0.0
```
Positions in Å, forces in eV/Å.

Frontier orbital gap (spin up / spin down) (eV): 6.0369 / 8.4791
HOMO (spin up / spin down) (eV): -8.1 / -10.7
Energy above the lowest of the compared OMol25 structures with the same formula, charge and spin (kJ/mol): 0.0
Net charge: +1
Spin multiplicity: 4
LUMO (spin up / spin down) (hartree): -0.077 / -0.080